Record 1
{
  "formula": "C4H10NO3",
  "method": "ωB97M-V/def2-TZVPD",
  "elements": ["C", "C", "N", "C", "C", "O", "O", "H", "H", "H", "H", "H", "H", "H", "H", "H", "H", "O"],
  "coordinates": [[-0.12533, 1.31598, -0.44744], [-1.71376, 0.82183, -0.37147], [-2.09893, -0.54825, 0.00693], [-1.35388, -0.41870, 1.10961], [2.90535, 0.06933, 0.20949], [2.57384, -0.56533, -0.81642], [3.91818, 0.72803, 0.50049], [-0.06697, 2.09027, 0.30635], [0.28406, 1.65067, -1.39197], [0.45229, 0.42108, -0.21900], [-2.30760, 1.59747, 0.12396], [-1.87909, 0.89459, -1.45010], [-1.79813, 0.13731, 1.94592], [-0.51080, -1.07076, 1.38709], [2.11453, 0.06501, 1.02637], [-0.85435, -2.16659, -0.42242], [0.50317, -2.32565, -1.10044], [-0.04260, -2.69631, -0.39696]],
  "atomic_forces_ev_per_a": [[-1.78, -1.50, 1.32], [0.53, 2.93, -2.64], [3.70, -0.36, 1.91], [-2.51, -2.63, -0.31], [-0.39, 0.06, 0.35], [0.22, 0.08, -0.11], [0.15, -0.13, -0.31], [0.68, 0.06, 0.18], [-0.60, 0.20, -0.39], [0.41, 0.39, 0.22], [-0.02, 0.06, 0.07], [-0.98, -0.24, 0.10], [0.86, 1.44, -0.32], [-0.37, -0.28, -0.08], [0.05, -0.09, 0.08], [-0.04, 0.09, -0.23], [0.29, 0.18, 0.26], [-0.21, -0.26, -0.09]],
  "charge": -1
}

---

Record 2
{
  "formula": "C14H33F6LiN4O7S2",
  "method": "ωB97M-V/def2-TZVPD",
  "elements": ["Li", "C", "F", "F", "F", "S", "O", "O", "N", "S", "O", "O", "C", "F", "F", "F", "C", "C", "C", "O", "C", "N", "H", "H", "H", "H", "H", "H", "H", "H", "H", "H", "H", "C", "C", "C", "O", "C", "N", "H", "H", "H", "H", "H", "H", "H", "H", "H", "H", "H", "C", "C", "C", "O", "C", "N", "H", "H", "H", "H", "H", "H", "H", "H", "H", "H", "H"],
  "coordinates": [[-0.49061, -0.63660, -0.14103], [-3.13549, 1.74782, 1.96782], [-4.36530, 2.23155, 2.19173], [-2.41412, 2.40493, 1.02879], [-2.44043, 1.70011, 3.10846], [-3.35389, -0.09100, 1.35137], [-4.36748, -0.71489, 2.17615], [-3.81582, 0.11517, -0.02968], [-1.68010, -0.68930, 1.35848], [-1.49591, -1.60631, 2.60507], [-0.07870, -1.86339, 2.92150], [-2.22083, -1.14809, 3.77138], [-2.22976, -3.36628, 2.05685], [-2.15860, -3.52856, 0.74087], [-1.51134, -4.34679, 2.67401], [-3.52706, -3.45604, 2.37675], [-1.01371, -1.59745, -4.27739], [-1.73709, -0.82195, -3.06964], [-3.19677, -0.48649, -3.48448], [-3.20482, 0.33875, -4.65999], [-4.37608, 0.14378, -5.37945], [-1.56349, -1.49642, -1.74255], [-0.69631, -0.83888, -4.99288], [-1.59779, -2.37634, -4.76758], [-0.12893, -2.04021, -3.81998], [-1.16403, 0.10474, -3.03909], [-3.65449, -0.04339, -2.60002], [-3.69793, -1.43993, -3.65149], [-4.59948, 0.90349, -6.12847], [-5.23705, 0.09326, -4.71291], [-4.25880, -0.78331, -5.94058], [-2.43833, -1.39948, -1.24722], [-1.63761, -2.48438, -1.93888], [0.90756, 1.91525, 2.50388], [2.39946, 2.28813, 2.46948], [3.33030, 1.13138, 3.08132], [4.72326, 1.46016, 3.04529], [5.12303, 2.49187, 3.89755], [2.76012, 2.56813, 1.08214], [0.28865, 2.73422, 2.13735], [0.64111, 1.76835, 3.55056], [0.61482, 0.95770, 2.07319], [2.52436, 3.11352, 3.17036], [3.23601, 0.21343, 2.50117], [3.04860, 0.87279, 4.10205], [4.94724, 2.15310, 4.91854], [4.63494, 3.42862, 3.62853], [6.18655, 2.70353, 3.78692], [2.27489, 3.37769, 0.72261], [3.73332, 2.83816, 1.09080], [2.80008, 1.09294, -2.08527], [1.63349, 0.18411, -1.53665], [2.08428, -1.02436, -0.67948], [1.04881, -1.75213, -0.02963], [1.53315, -2.88255, 0.74194], [0.74304, 0.97636, -0.65132], [2.39501, 1.59783, -2.96225], [3.62913, 0.46946, -2.42001], [3.21370, 1.79924, -1.36543], [1.11297, -0.23552, -2.39750], [2.66324, -0.65085, 0.16515], [2.63190, -1.67111, -1.36499], [2.18620, -2.51213, 1.53214], [2.06942, -3.67945, 0.22671], [0.70648, -3.38725, 1.24193], [1.24295, 1.28625, 0.16975], [0.42004, 1.84504, -1.05278]],
  "atomic_forces_ev_per_a": [[0.07, 0.00, -0.46], [0.47, -2.20, 0.07], [1.36, 0.18, -0.55], [-1.12, -0.02, 0.97], [-0.39, 0.66, -0.50], [-1.23, 1.08, -1.54], [1.76, 0.33, -0.28], [1.71, -0.41, 1.08], [-3.44, 1.24, -0.56], [1.95, -1.60, 4.06], [-1.83, 0.20, -1.67], [-0.12, -0.72, -1.04], [0.13, 0.68, 1.24], [0.48, -0.05, -0.28], [-0.88, 0.90, -0.67], [0.87, -0.14, 0.23], [-0.19, 0.82, 1.85], [0.61, -0.18, -2.04], [1.28, -0.28, 0.58], [0.73, 0.07, 1.44], [-0.75, -0.58, -0.58], [-0.94, -0.03, -1.31], [-0.11, -0.24, -0.12], [-0.18, 0.10, 0.16], [0.21, -0.19, -0.28], [-0.24, 0.29, 0.27], [-0.45, 0.55, -0.23], [-0.22, -0.14, -0.31], [0.55, 0.41, 0.26], [-0.19, -0.13, -0.02], [-0.44, -0.36, -0.04], [-0.48, 0.66, 0.48], [0.64, -0.54, 0.00], [0.37, -0.21, 1.36], [-0.29, -1.68, 0.64], [-0.18, 0.99, -0.90], [-0.27, -0.47, -1.06], [0.01, 0.08, 0.14], [0.84, -0.04, 0.49], [-0.01, -0.08, -0.21], [-0.19, 0.20, 0.18], [0.30, 0.10, -0.46], [0.04, 0.47, -0.20], [-0.03, 0.09, -0.20], [-0.30, 0.31, 0.20], [-0.16, 0.56, 0.34], [-0.32, 0.15, 0.45], [0.07, -0.46, -0.18], [-0.32, 0.19, 0.14], [0.41, -0.12, -0.31], [-0.41, -1.40, 0.03], [0.39, 0.80, 1.22], [0.68, 0.50, 0.07], [-0.29, -1.07, -0.51], [-0.12, 0.35, 0.56], [-0.89, -0.65, -0.48], [0.16, 0.24, 0.08], [0.07, -0.05, -0.18], [-0.40, -0.13, 0.12], [-0.43, 0.27, 0.04], [0.88, 0.12, -0.31], [0.39, -0.22, 0.32], [0.04, 0.09, 0.05], [0.08, 0.46, -0.91], [-0.14, 0.49, -0.23], [0.55, -0.20, 0.05], [-0.13, -0.05, -0.53]],
  "charge": 0
}

---

Record 3
{
  "formula": "C24H53FNO5",
  "method": "ωB97M-V/def2-TZVPD",
  "elements": ["C", "C", "C", "C", "C", "C", "C", "C", "C", "C", "C", "C", "F", "O", "N", "O", "H", "H", "H", "H", "H", "H", "H", "H", "H", "H", "H", "H", "H", "H", "H", "H", "H", "H", "H", "H", "H", "H", "H", "C", "C", "O", "C", "C", "H", "H", "H", "H", "H", "H", "H", "H", "H", "H", "C", "C", "O", "C", "C", "H", "H", "H", "H", "H", "H", "H", "H", "H", "H", "C", "C", "O", "C", "C", "H", "H", "H", "H", "H", "H", "H", "H", "H", "H"],
  "coordinates": [[1.75296, 0.70308, 2.96292], [1.10815, -0.52883, 3.71046], [1.08992, -1.73285, 2.71767], [1.14397, -3.14167, 3.38242], [0.33960, -3.28383, 4.70475], [-1.20316, -3.10834, 4.56203], [-1.90332, -4.13610, 3.63385], [-1.84200, -3.80045, 2.10766], [-3.12405, -3.12494, 1.52687], [-3.74507, -2.00361, 2.42298], [-5.04549, -2.43816, 3.16057], [-5.82854, -1.22028, 3.72571], [-6.65461, -1.75734, 4.79555], [-4.82605, -0.39478, 4.44227], [-5.30812, 0.86380, 4.45075], [-4.44036, 1.65172, 4.66371], [2.54435, 0.40177, 2.25427], [1.00678, 1.28757, 2.39734], [2.22387, 1.37419, 3.70713], [0.07305, -0.20248, 3.93260], [1.64937, -0.71734, 4.64959], [0.24659, -1.58793, 2.01939], [2.01048, -1.64173, 2.10109], [0.87183, -3.95026, 2.67697], [2.21133, -3.33088, 3.63605], [0.68854, -2.56817, 5.47612], [0.56013, -4.29158, 5.12069], [-1.62751, -3.26001, 5.57839], [-1.40092, -2.05432, 4.30742], [-1.56622, -5.17915, 3.77624], [-2.97843, -4.12726, 3.91012], [-1.73190, -4.77327, 1.57542], [-0.97066, -3.19344, 1.81266], [-2.83734, -2.63363, 0.57033], [-3.88909, -3.87486, 1.23578], [-4.04506, -1.17857, 1.74258], [-3.01335, -1.56553, 3.12052], [-5.68697, -3.00080, 2.45679], [-4.84051, -3.13289, 4.02041], [-2.32118, 0.63106, -2.84305], [-3.14835, 0.64381, -1.56921], [-2.43117, 0.20375, -0.43297], [-1.28089, 0.95248, -0.08628], [-1.57327, 2.40965, 0.22728], [-1.92455, -0.36911, -3.03186], [-2.93157, 0.93331, -3.69638], [-1.47128, 1.31361, -2.78379], [-3.99116, -0.03978, -1.68214], [-3.57756, 1.63533, -1.38986], [-0.52046, 0.86574, -0.87179], [-0.86561, 0.47431, 0.80274], [-1.97654, 2.94125, -0.63650], [-0.65830, 2.92090, 0.53558], [-2.30471, 2.48658, 1.03373], [1.73550, 4.35942, -5.41447], [1.61618, 3.08410, -4.59773], [0.41425, 2.37270, -4.82260], [0.18081, 1.92479, -6.14601], [1.24996, 0.97942, -6.66638], [0.88898, 5.01964, -5.21673], [2.65773, 4.88588, -5.16283], [1.74901, 4.15717, -6.48704], [1.62422, 3.34336, -3.53764], [2.47943, 2.42910, -4.76244], [0.05356, 2.77976, -6.81874], [-0.77609, 1.40197, -6.12393], [2.22822, 1.45954, -6.72465], [0.99069, 0.63032, -7.66769], [1.34610, 0.11323, -6.00900], [2.98919, 1.05043, -1.69883], [3.76139, 2.32419, -1.39791], [4.93678, 2.10724, -0.63685], [5.91198, 1.26371, -1.22199], [6.43832, 1.77242, -2.55336], [2.72610, 0.53600, -0.77244], [2.07222, 1.27994, -2.24454], [3.57183, 0.35421, -2.30555], [3.12986, 2.98767, -0.80472], [4.00007, 2.86680, -2.32011], [5.52232, 0.24495, -1.31967], [6.73595, 1.21359, -0.50901], [5.65401, 1.82530, -3.31021], [7.21934, 1.10871, -2.92955], [6.85652, 2.77466, -2.44090]],
  "atomic_forces_ev_per_a": [[0.10, -0.07, 0.70], [-0.03, 0.86, -1.49], [0.50, -0.04, 0.35], [0.28, 0.27, 0.55], [-0.37, -0.33, -0.25], [0.59, -0.75, 0.71], [-0.55, 0.88, -0.55], [-0.60, -0.73, -0.43], [0.39, 0.66, -0.06], [-0.80, -0.23, -0.56], [0.43, 0.47, 1.10], [-0.48, -0.44, -1.07], [0.47, -0.14, -0.02], [-0.45, -0.42, -0.12], [0.51, 0.12, -0.10], [0.02, 0.21, 0.28], [-0.27, 0.02, 0.32], [0.24, -0.29, 0.24], [-0.29, -0.12, -0.43], [0.49, -0.48, 0.31], [-0.17, -0.13, -0.40], [0.21, -0.23, 0.37], [-0.52, -0.12, 0.20], [-0.02, 0.48, 0.26], [-0.49, 0.11, -0.11], [-0.01, -0.24, -0.51], [-0.20, 0.43, -0.22], [0.20, 0.23, -0.46], [-0.19, -0.53, -0.19], [0.23, 0.54, 0.29], [0.57, -0.11, -0.14], [0.12, 0.55, 0.13], [-0.34, -0.25, 0.41], [-0.04, -0.38, 0.41], [0.32, 0.29, 0.46], [0.14, -0.30, 0.43], [-0.29, -0.29, -0.27], [0.15, 0.38, 0.30], [0.16, 0.19, -0.50], [0.17, 0.06, -0.01], [0.00, 0.02, -0.08], [0.00, -0.22, 0.12], [-0.02, 0.08, -0.01], [-0.10, 0.08, -0.01], [-0.06, 0.00, 0.01], [-0.01, -0.01, 0.02], [-0.06, 0.05, -0.09], [0.06, -0.05, 0.18], [0.04, 0.05, -0.04], [0.03, 0.07, -0.03], [-0.13, -0.12, -0.03], [0.08, 0.01, -0.03], [-0.01, -0.04, 0.01], [0.04, -0.04, 0.01], [-0.07, 0.00, -0.15], [0.09, 0.08, -0.07], [-0.20, -0.05, 0.23], [0.08, -0.02, -0.08], [0.12, -0.01, 0.03], [0.03, -0.01, 0.05], [-0.02, -0.01, 0.03], [0.08, 0.00, 0.02], [-0.15, -0.10, 0.00], [0.06, 0.04, -0.06], [0.06, 0.01, -0.05], [-0.01, 0.06, 0.17], [-0.02, 0.02, -0.07], [-0.02, 0.01, 0.04], [-0.04, 0.01, -0.02], [0.07, -0.10, -0.02], [-0.15, -0.12, -0.08], [0.09, 0.15, 0.20], [-0.03, -0.03, -0.09], [-0.04, 0.06, -0.08], [-0.03, 0.05, -0.01], [0.00, 0.00, 0.04], [-0.05, 0.04, -0.07], [0.16, 0.00, 0.11], [0.00, -0.05, -0.06], [0.00, -0.02, -0.08], [-0.10, 0.08, 0.10], [0.02, -0.08, -0.01], [-0.01, 0.01, 0.03], [0.01, -0.03, 0.02]],
  "charge": -1
}

---

Calculated total energy? In order: -11940.1136 -73525.1477 -40187.6623 eV.
Orbital gap? In order: 6.681 10.025 4.021 eV.
Energy relative to the best compared isomer or geometry (same formula, charge and spin)? In order: 121.8 4.4 0.0 kcal per mole.